(1)
Formula: C4H7IN
Source: the Open Molecules 2025 dataset
Level of theory: wB97M-V/def2-TZVPD

Each line ends with the Löwdin charge.
Atoms and positions in Å:
C 0.796765 0.254783 1.098102  -0.221
C -0.426196 -0.012034 1.460863  -0.637
C 1.203987 0.198256 -0.344536  -0.109
C -1.336444 0.213283 -0.515234  0.102
N 0.025157 -0.348421 -1.158985  0.037
I -1.607867 -0.515475 3.078043  0.941
H 1.702088 0.355132 1.655670  0.117
H 1.388844 1.182040 -0.823654  0.152
H 1.890515 -0.657280 -0.235076  0.146
H -1.931193 -0.684222 -0.402643  0.079
H -1.612352 1.192584 -0.663755  0.064
H -0.093079 0.123367 -2.111462  0.206
H -0.000225 -1.302012 -1.037333  0.123

Atoms 1-6, force components in eV/Å:
C 0.074 0.144 -0.460
C -2.294 0.657 -2.624
C -1.368 -0.305 -0.323
C 3.990 -5.374 4.334
N -2.473 6.438 0.233
I 0.616 0.384 -0.617

Values from the calculation:
* E_HOMO: -13.143 eV
* net charge: +1
* strongest force on any atom: 7.97 eV/Å

(2)
Formula: C4H7IN
Source: the Open Molecules 2025 dataset
Level of theory: wB97M-V/def2-TZVPD

Each line ends with the Löwdin charge.
Atoms and positions in Å:
C -1.678560 0.414169 0.484897  0.193
N -0.529857 1.010550 0.293738  0.078
C 0.320284 0.653528 -0.928180  -0.154
C 1.177311 -0.389623 -0.216117  -0.802
C 0.668329 -1.587476 0.134124  -0.029
I 3.086938 0.273093 0.423359  0.933
H -2.156950 0.534503 1.345102  0.073
H -2.417817 0.184905 -0.270373  0.137
H 0.092675 1.280952 1.030461  0.145
H 0.894891 1.566198 -1.171083  0.112
H -0.292922 0.260008 -1.755897  0.143
H 1.214487 -2.305889 0.750153  0.076
H -0.378807 -1.894918 -0.120183  0.095

Atoms 1-6, force components in eV/Å:
C 2.134 3.077 -2.912
N -2.213 -2.699 -2.239
C 0.111 0.519 1.317
C 0.312 -1.518 -0.147
C 0.121 0.631 -0.179
I -0.615 -0.235 -0.225

Values from the calculation:
* E_HOMO: -13.190 eV
* net charge: +1
* strongest force on any atom: 4.74 eV/Å

The calculation returns the following lowest unoccupied orbital energy values, one per record and in order: -4.0; -5.9 eV.
The calculation returns the following relative energy (zero: lowest compared OMol25 entry of this formula, charge and spin) values, one per record and in order: 98.3; 56.5 kcal per mole.
The calculation returns the following Kohn-Sham gap values, one per record and in order: 9.16; 7.30 eV.